2 unconnected molecules or ions with the total composition C4H11NO, computed with ωB97M-V/def2-TZVPD.

Calculated values
* energy relative to the best compared isomer or geometry (same formula, charge and spin): 210.1 kJ/mol
* SMILES: C/C=C(/C)N.O
* calculated total energy: -288.9370 a.u.
* strongest force on any atom: 0.03016 Eh/bohr
* spin multiplicity: 1

Atoms and positions in Å:
C: 0.404 -1.850 -0.760
C: -0.447 -0.701 -0.286
C: -0.061 0.209 0.666
C: -0.746 0.293 2.014
N: 1.124 0.909 0.523
H: 1.217 -1.597 -1.442
H: -0.229 -2.505 -1.364
H: 0.794 -2.465 0.053
H: -1.516 -0.753 -0.475
H: -0.335 1.053 2.674
H: -1.824 0.280 1.875
H: -0.538 -0.693 2.441
H: 1.184 1.525 -0.277
H: 1.405 1.394 1.363
O: 0.008 1.860 -2.051
H: 0.037 2.016 -3.002
H: -0.476 1.025 -1.951

C20H23NO2 in the gas phase, computed with ωB97M-V/def2-TZVPD.

Calculated values
* energy relative to the best compared isomer or geometry (same formula, charge and spin): 2.5 kJ/mol
* SMILES: O=C(C[C@H](c1ccccc1)c1ccccc1O)N1CCCCC1
* calculated total energy: -981.1855 a.u.
* strongest force on any atom: 0.01072 Eh/bohr
* spin multiplicity: 1

Atoms and positions in Å:
O: -1.366 -0.697 -2.644
C: -1.083 0.170 -1.834
C: -1.683 0.102 -0.439
C: -0.939 -0.977 0.383
C: -1.860 -1.571 1.432
C: -1.669 -1.426 2.798
C: -2.557 -1.992 3.699
C: -3.646 -2.716 3.249
C: -3.835 -2.883 1.887
C: -2.948 -2.320 0.991
C: 0.356 -0.453 0.945
C: 0.412 0.680 1.745
C: 1.608 1.144 2.266
C: 2.783 0.469 1.989
C: 2.753 -0.663 1.196
C: 1.551 -1.130 0.676
O: 1.509 -2.245 -0.104
N: -0.250 1.185 -2.163
C: 0.238 2.262 -1.335
C: 1.763 2.199 -1.215
C: 2.406 2.228 -2.598
C: 1.833 1.095 -3.444
C: 0.313 1.215 -3.501
H: -1.701 1.056 0.081
H: -2.715 -0.226 -0.578
H: -0.695 -1.787 -0.314
H: -0.818 -0.879 3.176
H: -2.392 -1.866 4.760
H: -4.338 -3.154 3.953
H: -4.673 -3.460 1.524
H: -3.092 -2.469 -0.070
H: -0.503 1.206 1.978
H: 1.621 2.026 2.888
H: 3.723 0.819 2.388
H: 3.669 -1.197 0.976
H: 2.396 -2.610 -0.201
H: -0.200 2.221 -0.341
H: -0.049 3.214 -1.803
H: 2.110 3.038 -0.610
H: 2.039 1.276 -0.704
H: 3.489 2.128 -2.510
H: 2.195 3.186 -3.081
H: 2.239 1.126 -4.456
H: 2.096 0.134 -2.997
H: -0.124 0.385 -4.058
H: 0.031 2.160 -3.981

2 unconnected molecules or ions with the total composition C2H9OS, computed with ωB97M-V/def2-TZVPD.

Calculated values
* energy relative to the best compared isomer or geometry (same formula, charge and spin): 44.4 kJ/mol
* calculated total energy: -554.7331 a.u.
* strongest force on any atom: 0.03296 Eh/bohr
* charge: +1
* spin multiplicity: 1

Atoms and positions in Å:
O: 0.468 1.930 2.103
H: 0.706 2.857 2.033
H: -0.217 1.934 2.792
H: -1.385 -0.673 -1.858
C: 0.818 0.216 -1.493
S: -0.840 -0.125 -0.750
C: -0.774 -1.584 0.283
H: 0.780 0.185 -2.574
H: 0.987 1.235 -1.151
H: 1.552 -0.452 -1.055
H: 0.010 -1.385 1.026
H: -0.400 -2.487 -0.192
H: -1.706 -1.651 0.835

C23H33N3O5S in the gas phase, computed with ωB97M-V/def2-TZVPD.

Calculated values
* energy relative to the best compared isomer or geometry (same formula, charge and spin): 51.8 kJ/mol
* SMILES: Cc1ccc(C)c(S(=O)(=O)N2CCCO[C@H]2CNC(=O)C(=O)NCCC2=CCCCC2)c1
* calculated total energy: -1834.9177 a.u.
* strongest force on any atom: 0.01891 Eh/bohr
* spin multiplicity: 1

Atoms and positions in Å:
C: 1.287 4.302 1.041
C: -0.043 3.632 1.190
C: -1.107 4.288 1.801
C: -2.336 3.672 1.945
C: -2.558 2.377 1.484
C: -3.887 1.717 1.641
C: -1.490 1.733 0.873
S: -1.664 0.081 0.206
O: -0.405 -0.277 -0.389
O: -2.231 -0.818 1.168
N: -2.812 0.321 -0.965
C: -2.431 1.030 -2.168
C: -3.646 1.823 -2.649
C: -4.836 0.870 -2.761
O: -5.073 0.184 -1.540
C: -3.969 -0.529 -1.054
C: -3.687 -1.831 -1.854
N: -2.493 -2.470 -1.381
C: -1.301 -2.265 -1.964
O: -1.134 -1.711 -3.039
C: -0.153 -2.838 -1.139
O: -0.357 -3.506 -0.142
N: 1.042 -2.546 -1.667
C: 2.272 -2.692 -0.930
C: 2.747 -1.336 -0.387
C: 3.905 -1.484 0.557
C: 5.131 -1.097 0.230
C: 6.328 -1.223 1.123
C: 6.055 -2.146 2.307
C: 4.696 -1.814 2.911
C: 3.600 -2.109 1.890
C: -0.258 2.342 0.726
H: 1.666 4.614 2.013
H: 2.009 3.631 0.584
H: 1.195 5.193 0.420
H: -0.967 5.293 2.170
H: -3.144 4.203 2.427
H: -4.402 1.663 0.682
H: -3.753 0.699 1.999
H: -4.511 2.270 2.339
H: -2.080 0.335 -2.942
H: -1.603 1.688 -1.900
H: -3.876 2.604 -1.922
H: -3.444 2.284 -3.615
H: -4.667 0.156 -3.577
H: -5.762 1.414 -2.957
H: -4.222 -0.813 -0.026
H: -4.547 -2.497 -1.750
H: -3.523 -1.606 -2.911
H: -2.457 -2.841 -0.438
H: 1.020 -1.899 -2.445
H: 3.037 -3.131 -1.578
H: 2.057 -3.377 -0.108
H: 3.027 -0.698 -1.228
H: 1.896 -0.875 0.123
H: 5.316 -0.637 -0.732
H: 7.178 -1.593 0.543
H: 6.601 -0.226 1.486
H: 6.051 -3.184 1.966
H: 6.844 -2.040 3.054
H: 4.528 -2.399 3.817
H: 4.670 -0.757 3.181
H: 2.635 -1.745 2.250
H: 3.507 -3.193 1.765
H: 0.529 1.781 0.245

2 unconnected molecules or ions with the total composition C4H9BrS, computed with ωB97M-V/def2-TZVPD.

Calculated values
* energy relative to the best compared isomer or geometry (same formula, charge and spin): 341.5 kJ/mol
* calculated total energy: -3129.8487 a.u.
* strongest force on any atom: 0.07415 Eh/bohr
* spin multiplicity: 1

Atoms and positions in Å:
C: -0.271 -0.498 -1.219
C: 1.645 0.678 -0.027
C: -0.297 -0.398 1.305
C: 0.151 0.366 0.097
S: -0.950 1.831 0.197
Br: -3.824 -0.365 -0.086
H: 0.272 -1.350 -1.419
H: -1.265 -0.835 -1.192
H: -0.350 0.248 -1.972
H: 2.428 -0.186 -0.353
H: 1.947 1.049 0.897
H: 1.754 1.522 -0.825
H: 0.268 -1.393 1.274
H: -0.154 0.135 2.229
H: -1.354 -0.806 1.093

A molecular structure, C4H5N3O, computed with ωB97M-V/def2-TZVPD.

Calculated values
* energy relative to the best compared isomer or geometry (same formula, charge and spin): 783.5 kJ/mol
* calculated total energy: -394.6691 a.u.
* strongest force on any atom: 0.20997 Eh/bohr
* spin multiplicity: 1

Atoms and positions in Å:
C: -0.587 0.666 -0.011
C: 0.342 -1.151 -0.865
C: 1.677 -0.973 0.545
C: 0.578 -0.183 0.165
H: -0.651 1.711 1.631
H: -2.190 2.465 0.415
H: -2.336 0.320 -1.453
H: 1.771 -1.388 1.699
H: 2.596 -0.406 0.445
N: -1.009 1.742 0.655
N: -1.134 0.156 -1.053
N: -0.645 -0.999 -1.646
O: 1.588 -1.961 -0.526

3 unconnected molecules or ions with the total composition C13H21F2NO10S, computed with ωB97M-V/def2-TZVPD.

Calculated values
* calculated total energy: -1912.8564 a.u.
* strongest force on any atom: 0.15033 Eh/bohr
* spin multiplicity: 1

Atoms and positions in Å:
C: 5.650 1.025 2.038
C: 4.437 0.683 0.956
O: 4.490 -0.502 0.340
N: 3.386 1.752 0.738
C: 2.652 1.480 -0.565
C: 2.398 1.769 1.924
C: 1.516 3.148 2.011
C: 0.129 3.147 1.139
C: -0.706 1.737 1.156
O: -1.167 1.405 2.541
S: -1.772 -0.196 2.593
O: -0.552 -1.156 2.325
O: -2.841 -0.486 1.260
H: 6.697 1.047 1.516
H: 5.553 0.232 2.906
H: 5.386 2.073 2.537
H: 2.103 0.439 -0.521
H: 3.481 1.385 -1.399
H: 1.896 2.326 -0.879
H: 1.779 0.775 1.976
H: 3.098 1.762 2.891
H: 1.313 3.478 3.127
H: 2.201 4.011 1.551
H: 0.347 3.554 0.042
H: -0.576 3.972 1.637
H: -1.705 1.764 0.507
H: -0.042 0.858 0.698
H: -3.603 -1.092 1.570
C: -3.918 -0.564 -2.068
C: -4.945 -1.253 -2.899
O: -5.952 -0.278 -3.052
C: -5.301 0.917 -2.992
O: -5.783 1.978 -3.353
O: -4.039 0.782 -2.483
F: -5.471 -2.309 -2.239
H: -4.125 -0.633 -0.994
H: -2.909 -0.943 -2.254
H: -4.586 -1.569 -3.884
C: 0.933 -3.829 -0.485
C: -0.094 -4.518 -1.317
O: -1.101 -3.543 -1.470
C: -0.450 -2.348 -1.409
O: -0.932 -1.287 -1.771
O: 0.812 -2.483 -0.900
F: -0.620 -5.574 -0.657
H: 0.725 -3.898 0.588
H: 1.942 -4.208 -0.672
H: 0.264 -4.834 -2.302

C4H8N2 in the gas phase, computed with ωB97M-V/def2-TZVPD.

Calculated values
* energy relative to the best compared isomer or geometry (same formula, charge and spin): 403.9 kJ/mol
* calculated total energy: -266.5682 a.u.
* strongest force on any atom: 0.09692 Eh/bohr
* spin multiplicity: 1

Atoms and positions in Å:
C: -0.193 -1.264 0.302
C: 1.342 0.463 0.144
C: 0.205 1.353 0.162
C: -1.582 -0.388 0.082
H: -0.604 -2.170 -0.126
H: 0.054 -1.559 1.362
H: 1.079 -0.727 -1.439
H: 2.224 0.867 -0.343
H: 1.495 0.184 1.283
H: 0.274 2.352 -0.152
H: -1.817 1.558 -0.109
H: -2.356 -0.703 -0.683
N: 0.954 -0.876 -0.380
N: -1.074 0.911 -0.101